# 1
The molecule C4H9ClO2 in a non-equilibrium geometry, computed with the ωB97M-V functional and the def2-TZVPD basis.

Atoms and positions in Å:
C1 1.69587 -1.14330 0.77374
O1 0.53517 -1.14723 -0.02107
C2 -0.02089 0.15901 0.01512
C3 -0.00898 0.62997 -1.46130
C4 -1.34234 0.22963 0.65436
O2 -2.07436 1.35702 0.58440
Cl1 -2.42669 -1.06048 -0.19095
H1 2.62503 -0.77168 0.28748
H2 2.12600 -2.20563 0.85168
H3 1.64287 -0.66676 1.78830
H4 0.63618 0.93348 0.57491
H5 1.02819 0.86107 -1.78705
H6 -0.62265 1.53140 -1.47826
H7 -0.43976 -0.29538 -1.93946
H8 -1.29520 -0.07293 1.71663
H9 -2.05843 1.66181 -0.36853

Output
Strongest force on any atom, eV/Å: 3.73
LUMO, eV: 0.740
Relative energy (zero: lowest compared OMol25 entry of this formula, charge and spin), kJ/mol: 117.9
Orbital gap, eV: 10.84
Net charge: 0

# 2
A cluster of 2 separate species, C4H9F2OP in total in a non-equilibrium geometry, computed with the ωB97M-V functional and the def2-TZVPD basis.

Atoms and positions in Å:
C1 2.20239 -0.30827 -1.61367
C2 -1.43511 -1.37602 0.72289
C3 -1.35895 1.65631 0.97379
C4 1.74244 -0.04595 -0.14808
O1 -1.86580 0.36196 -1.37009
F1 2.04387 -1.04039 0.75574
F2 2.09287 1.12480 0.39556
P1 -1.07317 0.16873 -0.16395
H1 3.24630 0.00391 -1.73006
H2 2.09939 -1.36712 -1.77918
H3 1.46433 0.25149 -2.28511
H4 -2.08293 -1.29297 1.65501
H5 -1.97581 -2.07796 0.17429
H6 -0.43961 -1.70750 0.97875
H7 -0.75325 1.79179 1.78250
H8 -1.56065 2.40227 0.24980
H9 -2.34629 1.45491 1.40181

Output
Strongest force on any atom, eV/Å: 4.15
LUMO (alpha / beta), eV: -0.213 / 0.061
Relative energy (zero: lowest compared OMol25 entry of this formula, charge and spin), kJ/mol: 504.4
Orbital gap (alpha / beta), eV: 8.17 / 8.17
Net charge: 0

# 3
A cluster of 2 separate species, C4H9F3OP in total in a non-equilibrium geometry, computed with the ωB97M-V functional and the def2-TZVPD basis.

Atoms and positions in Å:
C1 -0.08846 2.42671 0.33976
C2 1.33949 0.23455 1.66076
C3 -0.29234 -1.93684 -2.18444
C4 -1.06355 -0.11079 0.17926
O1 0.77951 -2.44650 -1.83122
F1 -0.97411 -1.49656 0.31539
F2 -1.68430 0.31550 1.32896
F3 -1.86333 0.02640 -0.87385
P1 0.65786 0.83225 0.05518
H1 -0.05051 2.89581 -0.67463
H2 0.58405 3.09464 0.96831
H3 -1.07094 2.38960 0.88855
H4 0.58419 0.69392 2.47871
H5 2.43918 0.42457 1.72918
H6 1.13688 -0.81205 1.82224
H7 -1.28279 -2.13125 -1.92770
H8 -0.07331 -1.10380 -2.95906
H9 0.92248 -3.29616 -1.31540

Output
Strongest force on any atom, eV/Å: 4.26
LUMO, eV: -6.457
Relative energy (zero: lowest compared OMol25 entry of this formula, charge and spin), kJ/mol: 152.5
Orbital gap, eV: 6.37
Net charge: +1

# 4
A cluster of 2 separate species, C4H9FN3 in total in a non-equilibrium geometry, computed with the ωB97M-V functional and the def2-TZVPD basis.

Atoms and positions in Å:
C1 -0.49972 0.78692 -0.95487
C2 0.28204 -1.05489 -0.11527
C3 -2.24524 -1.02801 -0.52263
C4 2.70585 -0.33677 -0.24181
N1 -0.85281 -0.41835 -0.51428
N2 1.42097 -0.30594 -0.43578
N3 0.86091 0.86456 -0.89278
F1 0.37874 -2.39745 -0.00920
H1 -1.29395 1.50384 -1.01128
H2 0.80565 0.50314 2.45806
H3 -2.12525 -1.81358 0.20241
H4 -2.80590 -0.16939 -0.15180
H5 -2.69885 -1.18017 -1.41423
H6 1.16638 -0.00426 2.09121
H7 3.07094 -1.35418 -0.04590
H8 3.26281 0.44711 -0.56315
H9 1.15674 1.79816 -0.99690

Output
Strongest force on any atom, eV/Å: 5.13
LUMO (alpha / beta), eV: -3.949 / -3.950
Relative energy (zero: lowest compared OMol25 entry of this formula, charge and spin), kJ/mol: 526.5
Orbital gap (alpha / beta), eV: 7.73 / 7.73
Net charge: +1

# 5
A cluster of 2 separate species, C4H9FNO2 in total in a non-equilibrium geometry, computed with the ωB97M-V functional and the def2-TZVPD basis.

Atoms and positions in Å:
C1 0.53870 -0.08362 0.51724
H1 1.43846 -0.18492 -1.36894
F1 -3.12915 -1.40617 -0.12890
C2 0.41627 -0.01802 -0.99197
H2 -0.12651 -0.92390 -1.32285
C3 0.55390 -1.49899 1.07602
H3 0.39413 -1.50814 2.16379
H4 -0.17255 -2.11965 0.49747
H5 1.54455 -1.93043 0.86845
N1 -0.41631 0.79994 1.27609
O1 -1.58869 0.79943 0.95704
O2 -0.00415 1.38712 2.27219
C4 -0.12165 1.29214 -1.55133
H6 -1.21703 1.27175 -1.64292
H7 0.16609 2.15303 -0.92450
H8 0.28169 1.46998 -2.55911
H9 1.44228 0.50047 0.86225

Output
Strongest force on any atom, eV/Å: 2.87
LUMO, eV: 3.557
Relative energy (zero: lowest compared OMol25 entry of this formula, charge and spin), kJ/mol: 61.8
Orbital gap, eV: 6.73
Net charge: -1

# 6
A structure of composition C4H9HgInNOS in a non-equilibrium geometry, computed with the ωB97M-V functional and the def2-TZVPD basis.

Atoms and positions in Å:
C1 2.82439 -0.38351 0.82911
C2 2.16934 -0.33177 -0.65421
C3 0.58483 -0.67334 -0.44026
O1 0.00810 0.49568 0.17811
In1 -1.81944 1.03434 -0.66035
N1 -3.32145 0.72458 0.89251
C4 -3.37165 -0.56306 1.07014
S1 -3.70369 -2.17737 0.79601
H1 3.26938 -1.42383 1.02658
H2 3.63582 0.43347 0.88278
H3 2.03705 -0.13436 1.63757
H4 2.18229 0.77307 -0.98462
H5 2.67330 -1.03133 -1.39966
H6 0.07088 -1.00799 -1.40402
H7 0.51866 -1.52740 0.34291
H8 -2.34226 -0.02866 -2.02829
H9 -1.78891 2.72324 -1.26345
Hg1 -3.62665 3.09824 1.17914

Output
Strongest force on any atom, eV/Å: 5.76
LUMO, eV: -9.278
Orbital gap, eV: 3.54
Net charge: +1

# 7
The molecule C4H9IO3S in a non-equilibrium geometry, computed with the ωB97M-V functional and the def2-TZVPD basis.

Atoms and positions in Å:
C1 1.98945 1.37650 -0.87685
C2 -2.13929 -1.08879 0.22202
C3 0.84990 0.41177 -0.56726
C4 0.39597 0.58638 0.86213
O1 -1.08844 -0.68915 2.62955
O2 0.12776 -2.08043 0.96163
O3 -0.23340 0.54130 -1.48202
S1 -0.69135 -0.69036 1.25589
I1 -0.96249 2.22737 1.04898
H1 1.64145 2.40508 -0.82544
H2 2.78245 1.24315 -0.14572
H3 2.39296 1.17847 -1.86912
H4 -1.78688 -1.21252 -0.79259
H5 -2.58113 -1.99010 0.62010
H6 -2.82475 -0.25248 0.28967
H7 1.24036 -0.61826 -0.64131
H8 0.81815 -2.33739 1.58974
H9 0.06928 0.98945 -2.27939

Output
Strongest force on any atom, eV/Å: 1.81
LUMO, eV: 0.401
Relative energy (zero: lowest compared OMol25 entry of this formula, charge and spin), kJ/mol: 88.3
Orbital gap, eV: 8.55
Net charge: 0

# 8
A structure of composition C4H9ISi in a non-equilibrium geometry, computed with the ωB97M-V functional and the def2-TZVPD basis.

Atoms and positions in Å:
C1 1.66172 1.36610 0.19617
C2 -0.54625 -1.15035 1.12101
C3 -0.27823 0.08429 -0.99627
C4 0.30486 0.42312 0.37825
Si1 -1.70777 -0.90987 -0.36338
I1 3.43291 0.10585 -0.36817
H1 1.49995 2.00146 -0.79274
H2 1.71090 1.91950 1.05487
H3 -0.04399 -2.13669 0.96146
H4 -0.80783 -1.09445 2.15143
H5 -0.48519 0.94613 -1.61932
H6 0.46373 -0.41721 -1.54283
H7 -0.42261 1.07267 0.80918
H8 -2.07004 -2.27264 -0.83804
H9 -2.71217 0.06210 -0.15163

Output
Strongest force on any atom, eV/Å: 5.25
LUMO, eV: 0.335
Relative energy (zero: lowest compared OMol25 entry of this formula, charge and spin), kJ/mol: 342.1
Orbital gap, eV: 9.70
Net charge: 0

# 9
The ion C4H9N with charge -1 in a non-equilibrium geometry, computed with the ωB97M-V functional and the def2-TZVPD basis.

Atoms and positions in Å:
C1 -0.54157 -2.30892 -0.02504
N1 -0.18117 -0.79758 -0.29039
C2 0.28482 0.03062 0.82638
C3 0.19950 1.94690 -0.94724
C4 0.57728 1.60240 0.41243
H1 -1.57381 -2.34494 -0.45745
H2 -0.01362 -2.99890 -0.64087
H3 -0.61775 -2.77202 0.94244
H4 -0.98380 -0.25424 -0.75351
H5 1.13716 -0.38367 1.37710
H6 -0.49245 0.21443 1.75853
H7 0.21293 2.95467 -1.43221
H8 -0.32560 1.25850 -1.63390
H9 0.80496 2.28323 1.27342

Output
Strongest force on any atom, eV/Å: 3.97
LUMO (alpha / beta), eV: 4.391 / 4.266
Spin multiplicity: 2
Relative energy (zero: lowest compared OMol25 entry of this formula, charge and spin), kJ/mol: 250.8
Orbital gap (alpha / beta), eV: 3.07 / 8.38
Net charge: -1

# 10
The molecule C4H9N in a non-equilibrium geometry, computed with the ωB97M-V functional and the def2-TZVPD basis.

Atoms and positions in Å:
C1 0.64814 0.58508 -1.30256
C2 0.45274 -0.13816 -0.19126
C3 1.47320 -1.12302 0.35321
N1 -0.67013 -0.08107 0.59208
C4 -1.79813 0.78792 0.50207
H1 1.62582 0.77885 -1.70174
H2 -0.13512 1.04724 -1.88722
H3 2.10649 -1.46717 -0.46285
H4 0.91906 -2.01306 0.64064
H5 2.03376 -0.67337 1.14546
H6 -0.75462 -0.79318 1.29871
H7 -1.82615 1.44689 1.37542
H8 -2.75694 0.27498 0.49147
H9 -1.75431 1.37225 -0.41511

Output
Strongest force on any atom, eV/Å: 1.43
LUMO, eV: 1.094
Relative energy (zero: lowest compared OMol25 entry of this formula, charge and spin), kJ/mol: 72.9
Orbital gap, eV: 8.63
Net charge: 0

# 11
The molecule C4H9N in a non-equilibrium geometry, computed with the ωB97M-V functional and the def2-TZVPD basis.

Atoms and positions in Å:
C1 -2.29196 -1.36554 -0.69067
C2 -1.10714 -0.59610 -0.88682
N1 -0.25607 -0.22119 0.21033
C3 0.94526 0.57084 -0.09462
C4 1.75493 0.91427 1.05668
H1 -2.98688 -1.19952 -1.54346
H2 -2.37992 -1.85782 0.25519
H3 -1.03486 -0.23006 -1.90696
H4 -0.69710 -0.42468 1.08930
H5 1.50958 0.00959 -0.83079
H6 0.60708 1.49798 -0.56737
H7 2.72076 0.96285 0.67914
H8 1.46668 1.98366 1.48701
H9 1.74964 -0.04430 1.74304

Output
Strongest force on any atom, eV/Å: 5.13
LUMO, eV: 1.151
Relative energy (zero: lowest compared OMol25 entry of this formula, charge and spin), kJ/mol: 191.6
Orbital gap, eV: 8.77
Net charge: 0

# 12
The molecule C4H9N in a non-equilibrium geometry, computed with the ωB97M-V functional and the def2-TZVPD basis.

Atoms and positions in Å:
C1 0.08956 1.28086 -1.59378
C2 -0.62503 0.61531 -0.46030
C3 -0.10862 -0.32254 0.32658
C4 -0.60449 -0.62617 1.70763
N1 1.10944 -1.00804 0.04865
H1 1.16047 1.16511 -1.68129
H2 -0.04837 2.36720 -1.51776
H3 -0.40844 1.08467 -2.55407
H4 -1.59882 1.01485 -0.20998
H5 -1.45637 0.00699 1.90879
H6 -0.99990 -1.63803 1.81286
H7 0.25494 -0.56660 2.36804
H8 1.62565 -0.56888 -0.70397
H9 1.71971 -0.94998 0.85994

Output
Strongest force on any atom, eV/Å: 1.63
LUMO, eV: 1.094
Relative energy (zero: lowest compared OMol25 entry of this formula, charge and spin), kJ/mol: 35.8
Orbital gap, eV: 9.22
Net charge: 0